ORCA calculation (ωB97M-V/def2-TZVPD) on C5H7NO in the gas phase.

SMILES: [H]/N=C\OC=C1CC1
Gap between HOMO and LUMO: 10.890 eV
2S+1: 1
Lowest unoccupied orbital energy: 0.978 eV
Relative energy (zero: lowest compared OMol25 entry of this formula, charge and spin): 61.5 kcal per mole

Each atom is followed by the atoms it is bonded to, with distances in Å.
Positions of all 14 atoms, in Å:
1 H 1.5388 -1.5127 1.0530  N2 1.022
2 N 1.9980 -2.0571 0.3205  H1 1.022, C3 1.260
3 C 1.3861 -1.9726 -0.7778  N2 1.260, O4 1.363, H9 1.089
4 O 0.2434 -1.2976 -1.0865  C3 1.363, C5 1.389
5 C -0.4474 -0.7035 -0.0377  O4 1.389, C6 1.315, H10 1.088
6 C -0.3279 0.5782 0.2291  C5 1.315, C7 1.464, C8 1.466
7 C 0.2999 1.8644 -0.0797  C6 1.464, C8 1.527, H11 1.087, H12 1.088
8 C -0.7446 1.7354 1.0262  C6 1.466, C7 1.527, H13 1.088, H14 1.088
9 H 1.7564 -2.4731 -1.6714  C3 1.089
10 H -1.1170 -1.3735 0.4980  C5 1.088
11 H 0.0113 2.3710 -0.9975  C7 1.087
12 H 1.3380 2.0107 0.2096  C7 1.088
13 H -0.4083 1.8084 2.0581  C8 1.088
14 H -1.7307 2.1568 0.8448  C8 1.088

For each atom in turn, the Löwdin charge in e is:
1. H 0.041
2. N 0.113
3. C -0.307
4. O -0.039
5. C -0.105
6. C -0.216
7. C -0.079
8. C -0.087
9. H 0.122
10. H 0.132
11. H 0.107
12. H 0.107
13. H 0.104
14. H 0.105